(1)
C10H40N8O10 | ωB97M-V/def2-TZVPD

Element x y z (Å)
C  0.86596  0.57058  -0.93503
O  2.02066  -0.11087  -0.73464
N  0.74771  1.83702  -0.58540
N  -0.22057  0.03404  -1.32622
H  1.65131  2.30166  -0.29408
H  -0.11646  2.26311  -0.24802
H  -0.13069  -0.93102  -1.59361
H  -1.20045  0.44134  -1.29773
C  -3.45948  0.30614  -0.58526
O  -4.50482  -0.49861  -1.10827
N  -3.26527  0.26358  0.69273
N  -2.80416  1.19376  -1.27005
H  -3.77867  -0.49126  1.28225
H  -2.35038  0.49401  1.05387
H  -3.35660  1.40748  -2.14572
H  -2.20322  1.92857  -0.88529
C  3.07210  2.25586  1.83195
O  2.68863  3.21357  0.89767
N  3.31667  2.49853  3.08474
N  2.92633  1.01775  1.54750
H  3.22662  3.50457  3.36082
H  3.74669  1.84172  3.68395
H  2.59078  0.70939  0.62225
H  3.24349  0.23514  2.18691
C  -0.34568  0.60505  3.17497
O  -0.92681  0.90004  1.95160
N  -1.07715  -0.02598  4.03272
N  0.91389  0.67952  3.54417
H  -2.08511  0.00471  3.92833
H  -0.67494  -0.28816  4.90863
H  1.71559  1.03298  2.91900
H  1.28272  0.34980  4.45266
C  1.13366  -2.96331  -2.63460
O  0.22657  -3.03834  -1.57201
H  0.51969  -3.03250  -3.54576
H  1.84675  -3.80538  -2.71770
H  1.70950  -2.07165  -2.67199
H  0.20451  -3.98610  -1.20897
C  -0.66184  4.30488  0.54322
O  -1.40194  3.08563  0.54914
H  -0.34152  4.50501  -0.44721
H  0.17107  4.13939  1.25152
H  -1.24635  5.14810  0.92975
H  -1.28296  2.74217  1.38366
C  -0.20760  -2.30720  1.37877
O  -0.99215  -2.43931  2.59183
H  0.77906  -1.82660  1.53375
H  -0.73181  -1.52291  0.77488
H  0.01498  -3.25541  0.89233
H  -1.16872  -1.51436  2.90458
C  -2.58317  -1.80605  -3.44524
O  -3.05679  -3.13882  -3.42173
H  -1.78332  -1.45454  -4.13189
H  -2.25630  -1.58444  -2.44894
H  -3.39528  -1.06387  -3.55060
H  -2.30665  -3.72875  -3.41102
C  -1.06024  1.70407  -3.96046
O  -0.86603  2.66452  -2.94309
H  -1.33504  2.13165  -4.89161
H  -1.82302  0.95898  -3.61734
H  -0.13334  1.13588  -4.12721
H  -0.08224  2.33089  -2.42581
C  3.55120  -2.97923  0.87120
O  3.24181  -3.85586  1.92165
H  2.61753  -2.78176  0.29637
H  4.35323  -3.48713  0.28719
H  3.98499  -2.07478  1.27514
H  2.85306  -4.67690  1.64076

Lowest unoccupied orbital energy ... -0.4 eV
Net charge ... 0
SMILES ... NC(N)=O.NC(N)=O.NC(N)=O.NC(N)=O.CO.CO.CO.CO.CO.CO
M ... 432.48 g mol⁻¹
Total energy ... -1595.33963 hartree
E_HOMO ... -8.512 eV
Gap between HOMO and LUMO ... 8.13 eV

---

(2)
C4H8O | ωB97M-V/def2-TZVPD

Element x y z (Å)
O  -1.75584  0.85496  0.50236
C  -1.01334  -0.26578  0.94327
C  0.17049  -0.62576  0.04972
C  1.40768  0.22573  0.02553
C  0.50210  0.20035  -1.17037
H  -1.83538  0.78366  -0.45620
H  -1.66427  -1.14768  1.04532
H  -0.66278  -0.00430  1.94700
H  0.32879  -1.69750  -0.05230
H  1.38681  1.12768  0.63168
H  2.38312  -0.25007  -0.03746
H  -0.07250  1.10331  -1.35231
H  0.82513  -0.30460  -2.07625

Lowest unoccupied orbital energy ... 1.1 eV
Net charge ... 0
SMILES ... OCC1CC1
M ... 72.11 g mol⁻¹
Total energy ... -232.40233 hartree
E_HOMO ... -10.032 eV
Gap between HOMO and LUMO ... 11.14 eV

---

(3)
C31H43AsFeN4P2 | ωB97M-V/def2-TZVPD

Element x y z (Å)
Fe  -0.26647  0.03693  -0.31572
C  -1.06907  -0.68213  2.66037
N  -0.74892  -1.42257  1.41855
C  0.45654  -2.26448  1.57052
C  1.65318  -1.38828  1.75744
C  2.68467  -1.70027  2.62687
C  3.73044  -0.80356  2.77095
C  3.68505  0.39428  2.06956
C  2.62075  0.62612  1.22339
N  1.63110  -0.26230  1.03706
C  -1.89653  -2.25802  1.05343
C  -2.93373  -1.41934  0.37214
C  -4.28518  -1.69364  0.48692
C  -5.18969  -0.97122  -0.27429
C  -4.70540  0.00568  -1.13284
C  -3.34632  0.23517  -1.16931
N  -2.45764  -0.45027  -0.42765
C  -0.92929  0.81304  2.58635
C  -1.24677  1.55780  3.71404
C  -1.00142  2.91510  3.72347
C  -0.40968  3.48791  2.60424
C  -0.15663  2.68978  1.51447
N  -0.44354  1.36994  1.47274
H  -0.43223  -1.04494  3.47138
H  -2.09359  -0.90598  2.96166
H  0.57173  -2.85398  0.65727
H  0.35310  -2.96626  2.40279
H  2.65663  -2.62098  3.19504
H  4.55253  -1.02148  3.44040
H  4.45813  1.14223  2.18447
H  2.54097  1.56227  0.68406
H  -2.31858  -2.77288  1.92010
H  -1.56006  -3.02905  0.36407
H  -4.62111  -2.47230  1.16109
H  -6.25114  -1.17160  -0.20608
H  -5.37083  0.58724  -1.75691
H  -2.94574  0.98992  -1.82763
H  -1.65949  1.06270  4.58461
H  -1.23840  3.51266  4.59443
H  -0.14778  4.53721  2.58021
H  0.32680  3.10566  0.64372
C  3.23405  -0.49414  -1.74705
P  1.66185  0.37888  -1.97458
C  1.46024  0.24604  -3.77868
C  1.93970  2.16011  -1.75923
C  3.21944  2.70969  -1.82377
C  3.39002  4.08624  -1.78289
C  2.28448  4.92333  -1.69968
C  1.00535  4.38643  -1.64507
C  0.82139  3.00542  -1.66095
P  -0.82583  2.23225  -1.66104
C  -1.35667  2.45074  -3.39754
C  -2.03812  3.30265  -0.81169
H  3.73764  -0.21694  -0.82671
H  3.88075  -0.28214  -2.59976
H  3.03664  -1.56737  -1.72456
H  2.24912  0.84493  -4.23646
H  0.50181  0.60767  -4.12270
H  1.57714  -0.78420  -4.09749
H  4.09127  2.07223  -1.91044
H  4.38588  4.50689  -1.83055
H  2.41772  5.99722  -1.68395
H  0.15710  5.05861  -1.59244
H  -1.42900  3.52692  -3.56625
H  -2.33605  2.00590  -3.57732
H  -0.64586  2.04424  -4.10760
H  -1.62704  4.29321  -0.62281
H  -2.36262  2.87410  0.13313
H  -2.90532  3.41178  -1.46284
C  0.79440  -3.36023  -2.94780
As  -0.64160  -2.27716  -2.20577
C  -1.86598  -3.73084  -1.81064
C  -1.53680  -1.60104  -3.79258
H  0.34528  -4.13602  -3.56677
H  1.36033  -3.83525  -2.14795
H  1.46954  -2.77829  -3.56397
H  -2.06288  -4.23966  -2.75451
H  -2.80829  -3.36734  -1.40654
H  -1.40958  -4.44262  -1.12433
H  -1.48772  -2.36941  -4.56377
H  -1.07730  -0.69385  -4.16836
H  -2.58224  -1.40489  -3.55915

Lowest unoccupied orbital energy (spin up / spin down) ... -7.6 / -9.9 eV
Net charge ... +3
Multiplicity ... 6
M ... 664.43 g mol⁻¹
Total energy ... -5607.43694 hartree
E_HOMO (spin up / spin down) ... -16.517 / -17.320 eV
Gap between HOMO and LUMO (spin up / spin down) ... 8.88 / 7.40 eV

---

(4)
C3H5N2O | ωB97M-V/def2-TZVPD

Element x y z (Å)
C  -0.60843  -0.51489  -0.68417
C  -0.88473  1.70361  -0.23435
C  0.50189  -1.29293  -0.92939
N  1.43528  -2.14799  -0.68982
N  -0.96084  1.95367  1.18764
O  -0.14172  -0.89217  -2.00383
H  1.73321  -2.35237  0.25231
H  1.86452  -2.66956  -1.44721
H  -0.38908  2.80604  1.31077
H  -0.61423  1.20534  1.80660
H  -1.93587  2.20124  1.43144

Lowest unoccupied orbital energy (spin up / spin down) ... -4.0 / -5.0 eV
Net charge ... +1
M ... 85.09 g mol⁻¹
Total energy ... -301.47459 hartree
E_HOMO (spin up / spin down) ... -12.244 / -12.965 eV
Gap between HOMO and LUMO (spin up / spin down) ... 8.21 / 7.98 eV

---

(5)
C9H10N2O2 | ωB97M-V/def2-TZVPD

Element x y z (Å)
C  0.83948  0.57094  -2.06711
C  0.27613  0.00878  0.12150
C  -0.57957  -0.06322  1.16321
C  2.01242  0.47513  -1.28870
C  -0.25374  0.31565  -1.26575
C  1.72486  0.17283  0.01658
C  -2.34759  -0.15853  -0.42150
C  -3.69402  -0.83444  -0.69468
C  2.39190  -0.18818  2.44069
N  -1.95152  0.00664  0.83347
N  3.35470  0.63318  -1.73159
O  -1.58166  -0.01820  -1.45777
O  2.71781  0.01264  1.02371
H  0.77204  1.06560  -3.00564
H  -3.92390  -0.72405  -1.73742
H  -4.38485  -0.31164  -0.12725
H  -3.41275  -1.85704  -0.39569
H  1.34126  -0.56225  2.49361
H  2.36523  0.92169  2.81143
H  3.13258  -0.77684  2.86787
H  -2.57236  -0.30628  1.46693
H  3.42302  1.14713  -2.66617
H  4.00904  1.05887  -1.01380

Lowest unoccupied orbital energy (spin up / spin down) ... 0.3 / 0.3 eV
Net charge ... 0
M ... 178.19 g mol⁻¹
Total energy ... -608.74743 hartree
E_HOMO (spin up / spin down) ... -6.628 / -6.628 eV
Gap between HOMO and LUMO (spin up / spin down) ... 6.92 / 6.92 eV

---

(6)
C6H8 | ωB97M-V/def2-TZVPD

Element x y z (Å)
C  -0.92206  0.99808  0.73691
C  -0.85230  1.55554  1.93268
C  -1.04566  -1.07489  -0.56716
C  -0.97335  0.47105  -0.57909
C  0.18407  -0.55658  -0.03194
C  1.59364  -0.61950  -0.43052
H  -0.03856  1.49577  2.62279
H  -1.67800  2.32344  2.09658
H  -1.68950  -1.49746  0.12121
H  -0.95384  -1.71473  -1.49619
H  -1.21075  1.15919  -1.46983
H  1.89668  -1.61311  -0.04330
H  2.41180  0.13911  -0.32938
H  1.75716  -0.78423  -1.54315

Lowest unoccupied orbital energy ... 1.0 eV
Net charge ... 0
M ... 80.13 g mol⁻¹
Total energy ... -233.20041 hartree
E_HOMO ... -7.331 eV
Gap between HOMO and LUMO ... 8.37 eV

---

(7)
C11H16N3O | ωB97M-V/def2-TZVPD

Element x y z (Å)
C  3.16705  0.20581  0.09890
C  3.21651  -1.90797  0.12767
C  2.20926  -0.21924  -0.81386
C  0.92264  2.51384  -0.48297
C  1.21440  1.88418  -1.63241
C  0.84113  1.95237  0.86227
C  -0.06693  0.65950  1.02223
C  1.38609  0.46333  -1.75678
C  -0.54155  -0.02194  -0.23314
C  -1.75113  0.64018  -0.84166
C  -1.35261  -2.03300  1.03106
N  3.76647  -0.84194  0.62120
N  1.31723  2.63120  1.82787
N  -0.61565  -1.45567  -0.09730
O  2.18985  -1.56913  -0.71843
H  3.38397  1.25024  0.32627
H  3.46648  -2.84072  0.37584
H  0.94764  3.57406  -0.50057
H  1.15083  2.41874  -2.62114
H  0.57889  -0.13872  1.64636
H  -0.97324  0.89226  1.61435
H  1.13406  0.13301  -2.70114
H  -2.36516  0.23451  -1.58461
H  -1.70614  1.76980  -1.20958
H  -2.48340  0.73383  -0.05765
H  -1.34378  -3.07692  0.88168
H  -0.92333  -1.91147  2.03506
H  -2.38467  -1.84484  1.02488
H  0.98990  2.26571  2.68467
H  -1.22495  -1.63828  -0.83375
H  0.39208  -1.91506  -0.25748

Lowest unoccupied orbital energy (spin up / spin down) ... -4.3 / -4.6 eV
Net charge ... +1
M ... 206.27 g mol⁻¹
Total energy ... -667.82274 hartree
E_HOMO (spin up / spin down) ... -11.321 / -11.912 eV
Gap between HOMO and LUMO (spin up / spin down) ... 6.99 / 7.33 eV

---

(8)
C9H8N5O6 | ωB97M-V/def2-TZVPD

Element x y z (Å)
C  2.36821  0.24427  -2.01147
C  1.30592  1.28788  -1.71740
N  0.07351  0.73763  -1.49836
C  -1.00122  1.27300  -2.12904
C  -2.20685  0.35637  -2.02716
O  -1.08606  2.35551  -2.71360
O  1.61893  2.47659  -1.66112
H  1.93800  -0.76056  -1.96175
H  2.78480  0.41110  -3.01155
H  3.18523  0.33614  -1.28879
H  -1.89918  -0.68676  -1.90036
H  -2.81886  0.65907  -1.16954
H  -2.81661  0.45026  -2.92839
O  -2.05340  1.95590  1.25646
N  -1.19464  1.72848  2.13717
C  -0.33259  0.59185  1.98429
C  -0.43284  -0.24933  0.86976
C  0.16964  -1.47510  1.06262
N  0.01964  -2.66869  0.35706
O  -0.55094  -2.93589  -0.68564
O  0.67847  -3.69044  1.09953
N  1.25281  -3.15541  2.26858
C  0.90088  -1.83486  2.25439
N  1.07289  -0.96610  3.25148
C  0.49849  0.22280  3.10030
O  -1.06118  2.44791  3.15455
H  -1.04831  -0.06419  0.00391
H  0.63524  0.95257  3.90407

Lowest unoccupied orbital energy ... 0.7 eV
Net charge ... -1
M ... 282.19 g mol⁻¹
Total energy ... -1072.78714 hartree
E_HOMO ... -4.905 eV
Gap between HOMO and LUMO ... 5.65 eV